C24H30F3NO23 | the ωB97M-V functional and the def2-TZVPD basis

Each line ends with the Mulliken charge.
Element x y z (Å)
O 1.615 -2.830 -0.750  -0.37
N 0.651 -2.911 -1.385  0.29
O -0.390 -2.113 -0.809  -0.20
C -1.053 -1.452 -1.859  0.03
O -2.405 -1.821 -1.947  -0.42
C -3.024 -0.754 -2.591  0.33
O -3.836 -0.857 -3.466  -0.60
C -2.431 0.495 -1.910  -0.66
C -0.956 0.104 -1.912  0.61
C -0.012 0.799 -0.926  -1.07
O 0.829 1.764 -1.593  -0.41
C 1.976 1.288 -2.099  0.85
F 2.144 1.816 -3.334  -0.28
F 2.006 -0.051 -2.246  -0.21
F 3.049 1.630 -1.376  -0.29
H -0.526 -1.780 -2.762  0.46
H -2.948 0.490 -0.954  0.30
H -2.613 1.333 -2.575  0.37
H -0.506 0.285 -2.888  0.46
H -0.624 1.365 -0.250  0.55
H 0.534 0.109 -0.302  0.39
O -8.985 -3.639 -0.481  -0.53
C -8.245 -3.344 -1.360  0.65
O -8.628 -3.080 -2.635  -0.33
C -7.500 -2.544 -3.333  -0.32
C -6.338 -3.084 -2.535  0.34
O -6.900 -3.223 -1.226  -0.31
H -7.493 -2.873 -4.369  0.31
H -7.554 -1.454 -3.308  0.27
H -6.010 -4.066 -2.884  0.21
H -5.486 -2.411 -2.522  -0.29
O -0.580 0.423 1.597  -0.50
C -0.769 -0.377 2.465  0.53
O -0.500 -0.165 3.768  -0.37
C -1.070 -1.250 4.517  0.08
C -1.144 -2.347 3.484  -0.41
O -1.280 -1.608 2.263  -0.22
H -0.446 -1.509 5.361  -0.04
H -2.055 -0.948 4.879  0.26
H -0.230 -2.941 3.437  0.29
H -1.991 -3.012 3.631  0.30
O 0.251 -4.280 -5.754  -0.52
C -0.021 -5.049 -4.894  0.60
O 0.195 -4.832 -3.572  -0.22
C -0.468 -5.866 -2.843  -0.28
C -0.553 -6.980 -3.862  -0.37
O -0.591 -6.264 -5.098  -0.34
H 0.103 -6.142 -1.959  0.33
H -1.451 -5.505 -2.533  0.24
H 0.329 -7.624 -3.854  0.26
H -1.441 -7.596 -3.745  0.30
O 1.978 7.623 -0.568  -0.57
C 2.252 6.807 -1.389  0.66
O 2.812 7.083 -2.588  -0.36
C 3.205 5.836 -3.187  -0.07
C 2.289 4.848 -2.508  0.14
O 2.047 5.475 -1.242  -0.31
H 3.071 5.865 -4.266  0.33
H 4.256 5.649 -2.959  0.06
H 1.336 4.728 -3.029  0.24
H 2.746 3.876 -2.377  -0.10
O -0.863 -2.779 7.252  -0.52
C -0.398 -1.942 7.958  0.69
O -0.749 -1.742 9.248  -0.32
C 0.179 -0.813 9.818  -0.34
C 0.689 -0.075 8.601  -0.30
O 0.554 -1.059 7.570  -0.32
H -0.317 -0.162 10.533  0.30
H 0.965 -1.371 10.331  0.26
H 0.074 0.789 8.346  0.27
H 1.723 0.243 8.699  0.28
O 5.900 4.876 -2.265  -0.62
C 6.282 5.276 -1.211  0.64
O 6.869 6.479 -1.018  -0.31
C 6.967 6.699 0.392  -0.33
C 6.939 5.290 0.940  -0.32
O 6.180 4.591 -0.050  -0.29
H 7.882 7.233 0.637  0.29
H 6.111 7.292 0.716  0.27
H 7.934 4.843 1.002  0.27
H 6.460 5.222 1.913  0.30

## Properties
- Calculated total energy: -3017.37438 hartree
- SMILES string: O=NO[C@H]1OC(=O)C[C@H]1COC(F)(F)F.O=C1OCCO1.O=C1OCCO1.O=C1OCCO1.O=C1OCCO1.O=C1OCCO1.O=C1OCCO1
- Gap between HOMO and LUMO: 0.379 Eh
- Total charge: 0
- E_LUMO: -0.228 eV
- E_HOMO: -10.6 eV
- Max |F|: 2.0 eV Å⁻¹

---

C7H10N | the ωB97M-V functional and the def2-TZVPD basis

Each line ends with the Mulliken charge.
Element x y z (Å)
C -0.613 -0.553 0.326  0.83
C -0.704 0.038 1.652  -0.69
C 0.284 2.124 0.331  -0.57
C 1.550 1.361 0.467  -0.49
C -1.839 -2.592 -0.306  -0.27
C 0.199 0.594 0.509  0.07
C -0.203 -1.506 -1.732  -0.86
N -0.833 -1.646 -0.469  0.10
H -1.429 0.714 1.849  0.37
H -0.254 -0.508 2.515  0.27
H -0.072 2.779 1.259  0.27
H -0.100 2.519 -0.593  0.28
H 2.209 1.385 -0.394  0.27
H 2.014 1.337 1.457  0.23
H -2.136 -2.723 0.739  0.26
H 0.802 -0.960 -1.786  0.27
H -0.923 -1.156 -2.533  0.33
H 0.251 -2.451 -2.212  0.34

## Properties
- Calculated total energy: -326.94895 hartree
- Gap between HOMO and LUMO (alpha / beta): 0.270 / 0.271 Eh
- ΔE to the lowest compared entry with this formula, charge and spin: 158.2 kcal per mole
- Total charge: +1
- E_LUMO (alpha / beta): -6.210 / -6.213 eV
- E_HOMO (alpha / beta): -13.6 / -13.6 eV
- Max |F|: 5.8 eV Å⁻¹

---

C24H27ClCsN4O6 | the ωB97M-V functional and the def2-TZVPD basis

Each line ends with the Mulliken charge.
Element x y z (Å)
Cs 3.226 3.541 0.027  1.16
C -2.875 -2.948 0.897  -1.61
C -1.436 -3.357 0.807  1.05
C -1.062 -4.691 0.827  -0.74
C 0.266 -5.077 0.728  -0.77
C 1.242 -4.103 0.596  -1.13
C 0.901 -2.760 0.570  -0.59
C -0.428 -2.384 0.684  0.84
N -0.827 -1.026 0.679  0.50
C 0.017 -0.053 0.109  -0.77
N 1.049 0.405 0.889  0.57
C 0.845 1.162 2.143  0.70
C 0.995 2.538 1.976  -0.97
C 0.843 3.274 3.159  -0.68
C 0.552 2.686 4.387  -0.82
C 0.448 1.305 4.472  -0.74
C 0.614 0.501 3.348  0.80
C 0.610 -0.991 3.493  -1.18
N -0.142 0.448 -1.066  -0.56
C -1.084 -0.203 -1.901  -0.57
C -2.438 0.093 -1.802  0.62
C -3.360 -0.517 -2.637  -0.95
C -2.926 -1.425 -3.589  -0.71
C -1.571 -1.700 -3.702  -0.70
C -0.631 -1.098 -2.877  0.91
C 0.835 -1.388 -3.022  -1.73
H -3.520 -3.816 1.035  0.40
H -3.210 -2.439 -0.010  0.27
H -3.047 -2.268 1.733  0.34
H -1.840 -5.439 0.921  0.37
H 0.532 -6.124 0.748  0.41
H 2.282 -4.380 0.513  0.43
H 1.664 -2.001 0.476  0.70
H -1.759 -0.935 0.293  0.28
H 1.594 1.027 0.277  0.08
H 0.929 4.359 3.141  0.34
H 0.429 3.291 5.277  0.34
H 0.269 0.822 5.428  0.35
H 0.859 -1.265 4.519  0.46
H 1.347 -1.446 2.837  0.21
H -0.348 -1.449 3.244  0.18
H -2.754 0.820 -1.062  0.60
H -4.410 -0.274 -2.546  0.38
H -3.631 -1.903 -4.253  0.42
H -1.222 -2.392 -4.456  0.45
H 1.075 -1.666 -4.047  0.51
H 1.142 -2.208 -2.369  0.20
H 1.433 -0.522 -2.746  0.41
O 5.577 2.330 0.275  -0.74
Cl 5.518 1.884 -1.129  1.53
O 4.750 0.656 -1.185  -0.48
O 6.840 1.730 -1.659  -0.64
O 4.783 2.919 -1.878  -0.74
N -1.223 3.500 -0.180  -0.55
C -1.293 3.417 -1.617  0.57
C -0.393 4.491 -2.217  0.19
O -0.226 4.661 -3.392  -0.63
O 0.212 5.235 -1.275  -0.59
H -0.508 2.920 0.244  0.25
H -2.093 3.337 0.305  0.26
H -0.096 4.788 -0.429  0.40
H -2.306 3.657 -1.960  0.38
H -1.017 2.450 -2.053  -0.23

## Properties
- Calculated total energy: -2081.37191 hartree
- Gap between HOMO and LUMO: 0.243 Eh
- ΔE to the lowest compared entry with this formula, charge and spin: 18.5 kcal per mole
- Total charge: -1
- E_LUMO: 2.139 eV
- E_HOMO: -4.5 eV
- Max |F|: 3.0 eV Å⁻¹

---

C34H61NO27 | the ωB97M-V functional and the def2-TZVPD basis

Each line ends with the Mulliken charge.
Element x y z (Å)
C 9.285 -14.805 19.793  -1.53
C 10.584 -15.340 19.088  1.88
C 11.805 -15.173 19.930  -0.02
O 12.196 -16.495 20.215  -0.33
C 11.371 -17.306 19.577  0.54
O 11.478 -18.539 19.634  -0.66
O 10.374 -16.730 19.032  -0.31
H 8.444 -15.092 19.163  0.30
H 9.418 -13.705 19.817  0.25
H 9.194 -15.198 20.779  0.48
H 10.809 -14.858 18.143  -0.75
H 11.569 -14.609 20.835  0.25
H 12.591 -14.675 19.482  -0.07
C 8.575 -17.475 15.713  -1.37
C 8.501 -16.059 15.165  1.87
C 7.333 -15.835 14.192  -0.07
O 6.758 -14.647 14.679  -0.37
C 7.137 -14.475 15.936  0.40
O 6.542 -13.725 16.717  -0.66
O 8.260 -15.112 16.209  -0.01
H 8.901 -18.155 14.928  -0.05
H 7.588 -17.748 16.133  0.60
H 9.253 -17.510 16.599  0.17
H 9.448 -15.753 14.741  -1.17
H 6.541 -16.609 14.153  0.22
H 7.786 -15.667 13.260  0.38
C 13.352 -10.819 17.733  -1.39
C 12.147 -11.764 18.060  1.38
C 10.776 -11.265 18.581  -0.47
O 9.869 -11.978 17.742  -0.31
C 10.464 -12.505 16.789  0.31
O 9.817 -13.046 15.891  -0.62
O 11.773 -12.379 16.856  0.17
H 13.639 -10.264 18.576  0.51
H 13.089 -10.114 16.921  0.36
H 14.261 -11.408 17.516  0.03
H 12.517 -12.553 18.740  -0.59
H 10.597 -10.261 18.333  0.42
H 10.669 -11.578 19.624  0.31
C 15.611 -15.781 12.985  0.28
O 14.992 -15.028 11.945  0.09
C 15.737 -14.534 10.901  0.46
O 17.192 -14.497 10.954  -0.65
O 14.919 -14.069 9.966  -0.07
C 15.489 -13.521 8.788  -0.85
H 15.875 -16.752 12.480  0.24
H 14.971 -16.025 13.777  -0.90
H 16.489 -15.245 13.420  0.41
H 15.757 -12.449 9.046  0.32
H 14.830 -13.407 7.908  0.29
H 16.472 -13.997 8.535  0.33
C 12.476 -11.616 10.737  -0.57
O 12.371 -12.125 12.007  -0.14
C 13.465 -12.154 12.793  0.17
O 14.663 -11.575 12.338  -0.70
O 13.402 -12.647 14.021  0.37
C 14.596 -12.584 14.803  -0.10
H 11.522 -11.759 10.226  0.25
H 13.195 -12.123 10.188  0.03
H 12.777 -10.632 10.833  0.39
H 14.277 -12.835 15.797  -0.35
H 14.942 -11.495 14.936  0.39
H 15.465 -13.233 14.512  0.15
C 12.594 -20.419 14.439  -0.19
O 11.456 -21.261 14.392  -0.32
C 10.358 -21.023 15.191  0.61
O 10.291 -19.941 16.028  -0.42
O 9.416 -21.880 15.101  -0.34
C 8.391 -21.957 16.054  -0.56
H 13.100 -20.455 15.387  0.47
H 12.461 -19.340 14.138  -0.27
H 13.228 -20.766 13.639  0.22
H 7.796 -21.003 16.057  0.19
H 8.682 -22.264 17.070  0.30
H 7.611 -22.677 15.690  0.25
C 11.724 -15.644 11.875  -0.43
O 10.352 -16.117 11.816  -0.34
C 10.160 -17.434 12.107  0.54
O 11.178 -18.332 12.441  -0.36
O 8.910 -17.850 12.045  -0.30
C 8.670 -19.252 12.174  -0.54
H 12.299 -16.085 11.101  0.62
H 12.185 -15.869 12.851  0.01
H 11.617 -14.546 11.723  0.06
H 9.112 -19.738 11.394  0.42
H 7.619 -19.387 12.102  0.24
H 9.062 -19.596 13.108  0.03
C 16.290 -15.867 16.489  -0.34
O 16.816 -15.209 17.568  -0.35
C 16.096 -14.422 18.312  0.52
O 14.710 -14.041 18.012  -0.19
O 16.666 -13.835 19.287  -0.38
C 16.035 -12.842 20.171  -0.65
H 17.182 -15.999 15.830  0.30
H 15.569 -15.342 15.903  -0.06
H 15.991 -16.839 16.840  0.37
H 16.607 -12.554 21.014  0.37
H 15.102 -13.188 20.652  0.20
H 15.807 -11.916 19.740  0.28
C 14.597 -22.890 8.523  -0.59
O 14.750 -22.386 9.874  -0.30
C 14.634 -21.022 9.989  0.69
O 14.354 -20.166 8.945  -0.62
O 14.906 -20.519 11.179  -0.34
C 14.849 -19.155 11.452  -0.70
H 13.550 -22.644 8.252  0.27
H 14.773 -23.955 8.421  0.25
H 15.268 -22.452 7.805  0.29
H 15.204 -18.888 12.416  0.17
H 13.717 -18.868 11.411  0.25
H 15.340 -18.509 10.772  0.66
C 12.345 -15.317 15.446  -0.20
C 11.962 -16.705 15.829  2.49
C 13.072 -17.510 16.566  0.23
C 14.075 -17.946 15.647  -0.94
N 14.909 -18.264 14.934  -0.63
H 12.672 -14.715 16.264  0.16
H 11.535 -14.801 15.017  0.81
H 13.164 -15.374 14.769  -0.79
H 11.464 -17.332 15.087  -0.27
H 11.162 -16.661 16.554  -1.61
H 12.571 -18.384 17.083  0.53
H 13.580 -16.992 17.391  0.30

## Properties
- Calculated total energy: -3418.05785 hartree
- SMILES string: C[C@H]1COC(=O)O1.C[C@H]1COC(=O)O1.C[C@H]1COC(=O)O1.COC(=O)OC.COC(=O)OC.COC(=O)OC.COC(=O)OC.COC(=O)OC.COC(=O)OC.CCCC#N
- Gap between HOMO and LUMO: 0.368 Eh
- ΔE to the lowest compared entry with this formula, charge and spin: 18.3 kcal per mole
- Total charge: 0
- E_LUMO: -0.001 eV
- E_HOMO: -10.0 eV
- Max |F|: 9.9 eV Å⁻¹